(1)
C14H31N2O10S2 | ωB97M-V with the def2-TZVPD basis set

```
! RIJCOSX wB97M-V def2-TZVPD def2/J DEFGRID3
* xyz -1 1
C 5.563 -0.844 1.100
C -0.849 6.674 1.611
C 2.275 -1.198 3.194
C 6.178 0.543 1.121
S -0.305 5.936 0.091
H -2.430 -4.316 1.000
O -2.002 -2.619 3.006
H 1.240 -0.846 3.228
O 3.141 1.058 2.178
O 0.433 -2.766 2.997
H -4.181 -6.121 -2.759
O 1.093 6.256 -0.102
C -0.754 -2.795 0.618
C -1.450 5.607 -2.978
C -1.428 -0.371 0.440
S 3.100 -0.354 1.867
H 5.447 1.301 0.823
H -1.398 -7.482 -1.749
C -0.707 -2.711 2.255
H -1.374 7.733 -2.734
C -3.929 -5.797 -1.662
O -1.204 6.854 -0.911
C -1.571 -6.436 -2.290
C -1.294 0.968 -0.553
H -0.380 6.133 2.438
C -2.206 -3.456 0.213
C -0.900 6.847 -2.298
H 0.460 -1.213 -0.099
H -1.935 6.588 1.679
C -2.047 -4.170 -1.287
H 2.298 -2.272 2.999
H -0.539 7.721 1.628
N -2.455 -5.625 -1.370
O 2.579 -0.851 0.611
H 2.780 -0.962 4.132
H 5.145 -1.077 0.115
H -0.410 1.629 -0.153
H 6.520 0.802 2.128
O -1.543 -3.423 -2.272
H -0.926 4.708 -2.638
O 4.581 -0.989 2.115
O -1.057 0.603 -1.970
H -1.100 0.011 1.508
H -1.332 5.677 -4.063
H -2.510 5.472 -2.742
O -0.797 4.576 0.041
N -0.552 -1.479 -0.100
H 0.178 6.944 -2.463
H -2.572 -0.612 0.479
H -2.011 -6.634 -3.357
H 6.344 -1.584 1.304
H -0.485 -5.960 -2.420
H -4.469 -4.765 -1.399
H 7.025 0.600 0.431
H -4.353 -6.567 -0.855
H -2.328 1.516 -0.475
H 0.129 -3.535 0.301
H -3.109 -2.713 0.258
H -1.621 -0.215 -2.206
*
```

As for the molar mass: 451.54 g mol⁻¹. The HOMO-LUMO gap comes out at 6.5 eV. The calculation puts the total energy at -2210.13374 a.u.

Löwdin charges, unit e, in atom order: number 1, C, carries -0.288; number 2, C, carries -0.127; number 3, C, carries -0.148; number 4, C, carries -0.085; number 5, S, carries 0.624; number 6, H, carries 0.126; number 7, O, carries -0.288; number 8, H, carries 0.073; number 9, O, carries -0.303; number 10, O, carries -0.209; number 11, H, carries 0.088; number 12, O, carries -0.286; number 13, C, carries -0.241; number 14, C, carries -0.075; number 15, C, carries -0.186; number 16, S, carries 0.633; number 17, H, carries 0.071; number 18, H, carries 0.094; number 19, C, carries -0.355; number 20, H, carries 0.119; number 21, C, carries -0.115; number 22, O, carries -0.272; number 23, C, carries -0.130; number 24, C, carries -0.217; number 25, H, carries 0.079; number 26, C, carries -0.070; number 27, C, carries -0.284; number 28, H, carries 0.093; number 29, H, carries 0.073; number 30, C, carries -0.274; number 31, H, carries 0.060; number 32, H, carries 0.071; number 33, N, carries -0.222; number 34, O, carries -0.293; number 35, H, carries 0.075; number 36, H, carries 0.114; number 37, H, carries 0.119; number 38, H, carries 0.081; number 39, O, carries -0.046; number 40, H, carries 0.077; number 41, O, carries -0.269; number 42, O, carries -0.165; number 43, H, carries 0.125; number 44, H, carries 0.079; number 45, H, carries 0.085; number 46, O, carries -0.281; number 47, N, carries -0.044; number 48, H, carries 0.115; number 49, H, carries 0.116; number 50, H, carries 0.081; number 51, H, carries 0.118; number 52, H, carries 0.108; number 53, H, carries 0.107; number 54, H, carries 0.073; number 55, H, carries 0.098; number 56, H, carries 0.110; number 57, H, carries 0.166; number 58, H, carries 0.113; number 59, H, carries 0.107

---

(2)
C8H12NO4P2 | ωB97M-V with the def2-TZVPD basis set

```
! RIJCOSX wB97M-V def2-TZVPD def2/J DEFGRID3
* xyz -1 1
H 3.545 3.523 -1.331
C 1.736 0.926 -0.041
C -1.152 1.851 1.347
H 2.785 1.147 -1.934
O -2.269 -0.162 2.550
C 0.195 1.237 1.913
C 2.990 2.844 -0.616
P -2.772 0.979 1.784
O -3.070 0.356 0.201
H 1.717 3.528 2.230
H 0.401 1.615 2.988
P -0.952 -1.372 -0.556
H 1.303 -0.068 -0.237
H -0.336 -3.789 -1.126
N 2.825 3.551 0.513
H -1.437 -1.255 1.529
H -3.247 1.060 -0.518
O -1.076 -1.953 0.877
C 0.096 -2.789 -1.398
C 1.979 2.887 1.371
H 0.291 -2.473 -2.376
C 1.377 1.664 1.106
H -0.164 0.209 1.948
H -2.238 -1.675 -1.140
C 2.672 1.528 -0.900
H 1.021 -2.784 -0.843
O -1.200 2.916 0.746
*
```

As for the molar mass: 248.14 g mol⁻¹. The relative energy (zero: lowest compared OMol25 entry of this formula, charge and spin) comes out at 9.8 kcal per mole. The HOMO-LUMO gap comes out at 7.1 eV. The calculation puts the total energy at -1350.52654 a.u.

Löwdin charges, unit e, in atom order: number 1, H, carries 0.104; number 2, C, carries -0.025; number 3, C, carries -0.482; number 4, H, carries 0.104; number 5, O, carries -0.522; number 6, C, carries -0.129; number 7, C, carries -0.217; number 8, P, carries 0.603; number 9, O, carries -0.452; number 10, H, carries 0.117; number 11, H, carries 0.145; number 12, P, carries 0.727; number 13, H, carries 0.053; number 14, H, carries 0.033; number 15, N, carries 0.050; number 16, H, carries 0.003; number 17, H, carries 0.078; number 18, O, carries -0.403; number 19, C, carries -0.298; number 20, C, carries -0.103; number 21, H, carries -0.020; number 22, C, carries -0.241; number 23, H, carries 0.060; number 24, H, carries -0.059; number 25, C, carries -0.080; number 26, H, carries -0.006; number 27, O, carries -0.039

---

(3)
C2H5N3O | ωB97M-V with the def2-TZVPD basis set

```
! RIJCOSX wB97M-V def2-TZVPD def2/J DEFGRID3
* xyz 0 1
H -0.082 1.686 -1.368
O 1.442 -0.186 0.795
C 1.096 1.040 0.348
N -1.366 -0.875 0.439
C 0.568 0.996 -0.887
H -2.336 -0.669 0.152
N 0.583 -0.244 -1.279
H 1.196 1.928 1.040
N 1.141 -0.993 -0.429
H -1.494 -1.651 1.463
H -0.748 -1.033 -0.274
*
```

As for the molar mass: 87.08 g mol⁻¹. The relative energy (zero: lowest compared OMol25 entry of this formula, charge and spin) comes out at 116.9 kcal per mole. The HOMO-LUMO gap comes out at 9.7 eV. The calculation puts the total energy at -318.56422 a.u.

Löwdin charges, unit e, in atom order: number 1, H, carries 0.109; number 2, O, carries -0.013; number 3, C, carries -0.126; number 4, N, carries -0.026; number 5, C, carries -0.180; number 6, H, carries -0.001; number 7, N, carries -0.021; number 8, H, carries 0.149; number 9, N, carries 0.057; number 10, H, carries 0.177; number 11, H, carries -0.125

---

(4)
C24H50BrIO12P2S2 | ωB97M-V with the def2-TZVPD basis set

```
! RIJCOSX wB97M-V def2-TZVPD def2/J DEFGRID3
* xyz 0 1
H 0.593 -2.580 -2.073
C 4.620 3.005 -2.161
H -3.534 2.651 -1.682
C -5.094 -2.876 0.680
H 5.926 -5.504 4.151
H 3.741 -4.827 5.081
H 5.141 3.768 -2.755
H -3.482 -2.815 -3.886
O -0.238 -2.616 -4.689
C -3.464 2.806 -0.602
C -0.248 -2.239 -0.101
H -1.789 -3.268 -2.047
O -1.069 1.461 2.865
H -2.568 -0.350 -4.745
C 3.681 -2.937 4.049
O 3.628 -2.629 1.411
C 4.742 -4.816 2.463
C 1.447 1.179 -2.590
H 4.084 3.864 2.099
H -2.248 -1.550 -1.865
C 3.488 2.396 -3.004
H -5.474 -1.327 -1.517
H -5.439 1.114 -1.772
H 4.680 -0.591 -0.745
H 1.204 2.000 -0.354
C 5.468 -4.583 3.793
H 1.688 0.696 -3.538
H 4.291 -2.044 3.915
O 3.916 -0.073 -1.040
H -5.380 -0.908 1.499
H 5.347 2.223 -1.917
O 2.373 2.149 -2.175
H -5.779 -3.568 1.171
O -1.689 -0.502 -4.382
S 3.389 -3.627 2.423
C -5.818 0.675 -0.842
C 4.938 3.426 0.148
H -1.182 -1.855 0.316
H -5.214 1.206 1.192
H 3.714 5.051 0.842
C 0.937 0.960 -0.176
P 2.669 -1.126 -1.206
H -2.037 4.170 3.266
H -4.160 -2.887 1.246
H -0.214 -3.321 0.054
H -3.193 3.111 2.410
H 5.367 -4.643 1.591
O 0.284 3.406 2.033
O -0.417 0.843 0.121
O 2.140 -4.345 2.439
H 3.843 1.463 -3.452
H 3.210 3.072 -3.823
O -2.816 -2.729 -4.580
H 4.854 2.388 0.497
H -2.526 0.865 -0.754
C -1.159 2.017 0.279
H -4.864 3.611 0.846
H 2.721 -2.671 4.483
S -0.917 2.607 2.003
C -5.681 -1.457 0.603
O 4.114 3.593 -0.989
C -5.658 1.685 0.316
C 1.243 0.117 -1.485
C -1.499 -2.236 -2.269
H -4.872 -3.267 -0.317
I 3.070 -1.892 -3.542
P -1.435 -2.057 -4.063
O 0.081 -0.568 -1.907
H -5.483 3.509 -0.785
H 5.989 3.599 -0.121
Br 1.981 0.450 1.402
H -0.790 2.818 -0.374
C -2.278 3.694 2.316
C 4.489 4.397 1.238
H -3.056 1.227 0.883
H 0.471 1.670 -2.723
C -5.205 -0.715 -0.645
H 6.265 -3.850 3.656
C -2.615 1.662 -0.016
C -0.159 -1.942 -1.593
H -2.928 3.753 -0.489
H 0.581 -1.811 0.460
H -6.773 -1.511 0.587
H 5.323 5.003 1.597
H 4.906 -3.653 5.693
H -4.114 -0.670 -0.630
C -4.891 2.968 -0.040
H 4.292 -5.804 2.404
H -2.371 4.433 1.523
H -6.888 0.512 -1.010
C 4.435 -4.036 4.789
H -6.653 2.002 0.639
*
```

As for the molar mass: 863.54 g mol⁻¹. As for the SMILES: CCCCCCCC[C@H](O[C@@H](Br)[C@](COCCOCC)(O[C@@H](C)CP(=O)(O)O)P(O)I)S(C)(=O)=O.O=S1(=O)CCCC1. The relative energy (zero: lowest compared OMol25 entry of this formula, charge and spin) comes out at 0.0 kcal per mole. The HOMO-LUMO gap comes out at 8.4 eV. The calculation puts the total energy at -6198.18808 a.u.

Löwdin charges, unit e, in atom order: number 1, H, carries 0.075; number 2, C, carries -0.189; number 3, H, carries 0.110; number 4, C, carries -0.104; number 5, H, carries 0.113; number 6, H, carries 0.120; number 7, H, carries 0.124; number 8, H, carries 0.072; number 9, O, carries -0.289; number 10, C, carries -0.182; number 11, C, carries -0.034; number 12, H, carries 0.116; number 13, O, carries -0.311; number 14, H, carries 0.077; number 15, C, carries -0.228; number 16, O, carries -0.390; number 17, C, carries -0.216; number 18, C, carries -0.183; number 19, H, carries 0.068; number 20, H, carries 0.088; number 21, C, carries -0.167; number 22, H, carries 0.109; number 23, H, carries 0.106; number 24, H, carries 0.058; number 25, H, carries 0.101; number 26, C, carries -0.213; number 27, H, carries 0.081; number 28, H, carries 0.109; number 29, O, carries -0.415; number 30, H, carries 0.099; number 31, H, carries 0.113; number 32, O, carries -0.157; number 33, H, carries 0.067; number 34, O, carries -0.123; number 35, S, carries 0.648; number 36, C, carries -0.192; number 37, C, carries -0.272; number 38, H, carries 0.085; number 39, H, carries 0.091; number 40, H, carries 0.078; number 41, C, carries -0.602; number 42, P, carries 0.609; number 43, H, carries 0.080; number 44, H, carries 0.070; number 45, H, carries 0.098; number 46, H, carries 0.063; number 47, H, carries 0.101; number 48, O, carries -0.327; number 49, O, carries -0.161; number 50, O, carries -0.316; number 51, H, carries 0.102; number 52, H, carries 0.125; number 53, O, carries -0.136; number 54, H, carries 0.106; number 55, H, carries 0.112; number 56, C, carries -0.361; number 57, H, carries 0.096; number 58, H, carries 0.110; number 59, S, carries 0.638; number 60, C, carries -0.257; number 61, O, carries -0.150; number 62, C, carries -0.202; number 63, C, carries -0.561; number 64, C, carries -0.168; number 65, H, carries 0.062; number 66, I, carries 0.516; number 67, P, carries 0.444; number 68, O, carries -0.149; number 69, H, carries 0.112; number 70, H, carries 0.114; number 71, Br, carries 0.821; number 72, H, carries 0.152; number 73, C, carries -0.132; number 74, C, carries -0.057; number 75, H, carries 0.114; number 76, H, carries 0.143; number 77, C, carries -0.235; number 78, H, carries 0.116; number 79, C, carries -0.140; number 80, C, carries -0.452; number 81, H, carries 0.098; number 82, H, carries 0.023; number 83, H, carries 0.110; number 84, H, carries 0.066; number 85, H, carries 0.115; number 86, H, carries 0.081; number 87, C, carries -0.204; number 88, H, carries 0.104; number 89, H, carries 0.070; number 90, H, carries 0.108; number 91, C, carries -0.220; number 92, H, carries 0.110

---

Question: Among the records above, which one has the lowest molar mass?
Answer: C2H5N3O

---

Question: Look up the molar mass of the first one.
Answer: 451.54 g mol⁻¹

---

Question: Number 3 is which compound?
Answer: C2H5N3O